(1)
C4H6OS | ωB97M-V/def2-TZVPD

**E_tot**: -629.41047 Ha
**Frontier orbital gap**: 7.81 eV
**LUMO level**: -1.2 eV
**SMILES**: CC(=O)C(C)=S

ORCA input file:
```
! RIJCOSX wB97M-V def2-TZVPD def2/J DEFGRID3
* xyz 0 1
C 1.93551 -0.02623 -0.53342
C 0.53803 0.07671 0.09812
C -0.60789 -0.35211 -0.73681
C -1.98594 -0.53927 -0.13424
H 2.04635 0.78528 -1.23234
H 2.69815 -0.10530 0.21904
H 1.98119 -0.87089 -1.12236
H -1.90865 -1.28084 0.66418
H -2.70622 -0.89367 -0.86186
H -2.27531 0.41393 0.36048
O -0.41617 -0.50354 -1.92844
S 0.26347 0.68908 1.57740
*
```

Atom charges from the natural (NBO) analysis, given in e for atoms 1 to 8: -0.66, -0.15, 0.50, -0.71, 0.25, 0.23, 0.23, 0.24

(2)
C2H12O4 | ωB97M-V/def2-TZVPD

**E_tot**: -384.30993 Ha
**Frontier orbital gap**: 11.21 eV
**LUMO level**: 0.4 eV
**SMILES**: CO.CO.O.O

ORCA input file:
```
! RIJCOSX wB97M-V def2-TZVPD def2/J DEFGRID3
* xyz 0 1
O 0.62067 1.28335 1.01054
H 0.26930 1.96595 0.43846
H 0.04108 0.54472 0.80001
O 0.46255 1.72446 3.83523
H 0.26804 1.65459 2.89322
H -0.03609 0.98738 4.21501
C 0.31888 -2.07023 1.08727
O -0.20281 -1.45337 -0.06982
H -0.55796 -2.13323 1.73012
H 0.66706 -3.09431 0.93480
H 1.05453 -1.49138 1.63837
H 0.22501 -1.70387 -0.88705
C -0.81011 0.83536 -2.85710
O -0.02798 -0.13613 -3.54649
H -0.33026 1.83548 -2.80147
H -1.69902 0.88688 -3.47718
H -1.09316 0.58901 -1.81752
H 0.83029 -0.22466 -3.12639
*
```

Atom charges from the natural (NBO) analysis, given in e for atoms 1 to 8: -0.95, 0.47, 0.49, -0.95, 0.49, 0.46, -0.26, -0.75

(3)
C13H26Cl13O4PS | ωB97M-V/def2-TZVPD

**E_tot**: -7533.87384 Ha
**Frontier orbital gap**: 8.77 eV
**LUMO level**: 0.2 eV

ORCA input file:
```
! RIJCOSX wB97M-V def2-TZVPD def2/J DEFGRID3
* xyz 0 1
C 3.85146 1.41612 1.24963
P 2.37583 2.23277 0.55509
C 2.88626 3.17462 -0.92796
C 1.16657 0.99170 -0.07459
O 1.78384 -0.16840 -0.74092
S 1.89475 -1.36402 0.32315
O 1.00275 -2.41345 -0.04596
O 3.25217 -1.76465 0.46114
O 1.39023 -0.56191 1.58975
C 0.33173 0.28776 0.98331
C -0.47923 1.09939 1.94561
C -1.73036 1.74339 1.31873
C -2.28697 1.08129 0.06868
Cl -2.98356 -0.53136 0.41641
H 4.71715 2.00406 0.93045
H 3.82985 1.45051 2.33555
H 4.01969 0.40385 0.88635
H 3.62350 3.91439 -0.62311
H 1.99550 3.66740 -1.31780
H 3.30281 2.54392 -1.71799
H 0.50478 1.59214 -0.70401
H -0.27824 -0.46469 0.47281
H 0.14765 1.89967 2.34637
H -0.76835 0.47330 2.79039
H -1.54844 2.80319 1.11634
H -2.52787 1.70291 2.06457
H -1.55951 0.96216 -0.73557
H -3.09149 1.68278 -0.35036
C -1.42156 0.51311 -4.41323
Cl -0.71345 1.26572 -2.97147
Cl -3.18318 0.50249 -4.34987
H -1.10473 1.07902 -5.28076
H -1.06628 -0.50879 -4.46666
C -4.12320 4.91398 -1.74263
Cl -4.53957 4.20078 -0.17653
Cl -2.84900 4.01559 -2.57044
H -5.01111 4.89747 -2.36293
H -3.78543 5.93085 -1.58307
C -2.14394 5.53983 3.05713
Cl -0.70529 4.89177 2.25657
Cl -2.04278 5.40134 4.81495
H -2.23698 6.58757 2.79737
H -3.00547 4.98263 2.71511
C 0.58172 -4.68909 2.35341
Cl 0.06839 -3.25391 3.25518
Cl -0.34140 -6.12371 2.81701
H 0.42697 -4.50220 1.29793
H 1.62934 -4.86974 2.56214
C 3.45367 -5.54831 -1.38752
Cl 2.84225 -4.19123 -0.44662
Cl 2.58197 -7.05803 -1.03179
H 3.32499 -5.32776 -2.44052
H 4.50147 -5.70231 -1.15808
C -1.08070 -6.56060 -1.33090
Cl -1.62823 -5.12585 -0.45567
Cl -2.00664 -8.00441 -0.89667
H -1.20499 -6.37892 -2.39160
H -0.03934 -6.73614 -1.08589
*
```

Atom charges from the natural (NBO) analysis, given in e for atoms 1 to 8: -0.95, 0.75, -0.93, -0.21, -0.71, 2.56, -0.92, -0.91

(4)
C4H5O6Tl | ωB97M-V/def2-TZVPD

**E_tot**: -779.39031 Ha
**Frontier orbital gap**: 9.08 eV
**LUMO level**: -0.7 eV

ORCA input file:
```
! RIJCOSX wB97M-V def2-TZVPD def2/J DEFGRID3
* xyz 0 1
C 1.78885 0.72359 0.50789
C 1.51663 1.98493 -0.28154
O 1.67176 1.65915 -1.66204
O 0.68357 -0.15805 0.47254
H 1.95557 0.99530 1.55792
H 2.67850 0.23123 0.08207
H 2.22049 2.77161 0.02580
H 0.48461 2.32732 -0.12233
H 0.19092 0.06699 -0.36364
C 1.41100 2.63914 -2.61537
O 1.54614 2.28145 -3.80602
O 0.73393 3.63324 -2.27166
Tl -0.50345 3.65007 -4.57294
O 2.37024 -2.96811 2.42212
O 0.11356 -3.43179 2.44599
C 1.21056 -3.05141 2.35436
*
```

Atom charges from the natural (NBO) analysis, given in e for atoms 1 to 8: -0.08, -0.10, -0.55, -0.72, 0.18, 0.18, 0.19, 0.19

(5)
C3H9O2PS | ωB97M-V/def2-TZVPD

**E_tot**: -1009.63669 Ha
**Frontier orbital gap (alpha / beta)**: 7.96 / 7.30 eV
**LUMO level (alpha / beta)**: -0.6 / -0.6 eV

ORCA input file:
```
! RIJCOSX wB97M-V def2-TZVPD def2/J DEFGRID3
* xyz 0 1
C -1.28634 -1.76059 -0.69321
C -1.99187 0.68838 1.13301
C 2.49401 1.28953 -0.18803
O -0.67050 0.85546 -1.32413
O 2.92752 -1.30282 -0.12166
P -0.87911 -0.05554 -0.17034
S 2.29108 -0.28517 0.78667
H -2.12576 -2.30915 -0.05620
H -1.52636 -1.50714 -1.74111
H -0.43235 -2.49138 -0.64408
H -1.43177 0.36993 2.05849
H -1.88064 1.77898 1.01891
H -3.05540 0.35931 1.17932
H 3.05977 1.90741 0.52549
H 1.49196 1.59697 -0.65180
H 3.01577 0.86581 -1.11135
*
```

Atom charges from the natural (NBO) analysis, given in e for atoms 1 to 8: -1.03, -1.00, -0.85, -1.04, -0.82, 1.55, 0.89, 0.25

(6)
C6H14N3O | ωB97M-V/def2-TZVPD

**E_tot**: -476.16015 Ha
**Frontier orbital gap**: 9.27 eV
**LUMO level**: -2.6 eV

ORCA input file:
```
! RIJCOSX wB97M-V def2-TZVPD def2/J DEFGRID3
* xyz 1 1
C 1.02809 -0.28741 -0.00688
C 2.76286 1.35019 -0.17303
C 3.37445 -0.89829 -0.24358
C -4.29578 -0.19604 -0.11989
C -2.81976 -0.33576 -0.55633
C -1.87697 0.36854 0.34507
N 1.36878 0.98544 -0.03744
N 3.63061 0.38675 0.32089
N 1.87916 -1.28480 -0.06517
O -2.19920 0.72403 1.50635
H 3.04008 1.35893 -1.31127
H 2.99709 2.42407 0.21804
H 3.66586 -1.12954 -1.35611
H 3.82748 -1.69889 0.31314
H -4.95464 -0.29967 -0.95769
H -4.64456 -0.85763 0.68973
H -4.30210 0.82345 0.29837
H -2.63281 -1.45397 -0.52821
H -2.48785 0.10700 -1.50738
H -0.08673 -0.31395 0.16376
H 0.49290 1.49838 -0.10415
H 3.67341 0.22661 1.31912
H 1.63002 -2.29375 -0.00867
H -3.07039 0.79629 1.80133
*
```

Atom charges from the natural (NBO) analysis, given in e for atoms 1 to 8: 0.33, -0.07, -0.06, -0.63, -0.58, 0.28, -0.56, -0.60

What is the E_tot in the third record?
-7533.87384 Ha

Which formula does entry 2 have?
C2H12O4